<a>
26
Properties=species:S:1:pos:R:3 method="wB97M-V/def2-TZVPD" charge=0 homo_energy_ev="-8.47 / -8.47" gap_ev="8.08 / 8.08" e_lumo_ev="-0.4 / -0.4"
C 0.03486 -1.63835 0.17354
C -1.30551 -2.07343 -0.42771
C 1.64582 -1.51156 -1.82791
C 0.78182 -0.76065 -0.84701
N -0.20058 -1.03720 1.47493
N 0.73384 0.49654 -0.92204
H 0.64762 -2.53258 0.33915
H 0.66687 -0.71727 1.88818
H -0.83858 -0.25032 1.41613
H 0.98693 1.39277 0.46237
H -1.82165 -2.72530 0.27437
H -1.93610 -1.20587 -0.61784
H -1.16501 -2.60733 -1.36590
H 2.49360 -1.95534 -1.30345
H 1.08683 -2.32673 -2.28742
H 2.01074 -0.84034 -2.60098
C -1.66478 1.75668 -0.29719
C 1.15192 2.06022 1.46670
N -1.45903 2.11908 0.95926
H -1.17619 3.09793 1.01927
H -2.40389 0.96889 -0.43704
H -0.43876 0.99188 -0.61765
H -1.71516 2.51348 -1.08777
H 0.69656 1.72212 2.38985
H 2.23688 1.96225 1.53931
H 0.95095 3.10042 1.23682

<b>
26
Properties=species:S:1:pos:R:3 method="wB97M-V/def2-TZVPD" charge=0 homo_energy_ev=-7.05 gap_ev=7.95 e_lumo_ev=0.9
C -0.16221 -0.32046 -0.26236
C -0.65050 1.07811 -0.27399
C 2.66580 0.87270 -0.48044
C -0.47610 -1.29717 0.85141
C 0.09454 -1.00632 -1.59106
C -3.00420 0.50864 0.57364
N 1.55553 0.36446 0.28074
N -2.00169 0.47654 -0.47308
N 1.98710 -0.12662 1.54797
H -2.28454 0.08990 -1.36188
H 2.40885 0.62469 2.10048
H 2.73144 -0.82725 1.43100
H -0.54854 1.55068 0.69924
H -0.35108 1.64596 -1.15089
H 3.24954 1.62978 0.07543
H 3.40144 0.08127 -0.74237
H 2.31162 1.32641 -1.40960
H -1.37350 -1.88162 0.63983
H -0.69267 -1.71825 -1.83774
H -0.57713 -0.77582 1.79940
H 0.32271 -2.03240 0.89434
H 0.16940 -0.30376 -2.42138
H 1.03927 -1.54009 -1.50377
H -3.86497 1.10679 0.26943
H -2.59450 0.95816 1.47684
H -3.35560 -0.48433 0.86885

The energy of each structure relative to the most stable one, in kcal/mol, is as follows: <a> 0.0; <b> 5.6.

<a>
26
Properties=species:S:1:pos:R:3 method="wB97M-V/def2-TZVPD" charge=0 homo_energy_ev=-5.82 gap_ev=6.24 e_lumo_ev=0.4
C 0.66672 -2.11656 0.05022
C -0.40388 -1.52428 0.85487
N 0.70468 -3.44890 -0.14784
N 0.39324 -1.14823 -1.84030
H 1.63163 -1.63238 0.06832
H 1.43558 -3.84354 -0.71891
H -0.15984 -3.96784 -0.12264
H 1.25317 -0.98154 -2.35240
H -0.24679 -1.65365 -2.44512
H -1.11116 -2.26587 1.22641
H -0.93411 -0.71929 0.26198
H 0.01427 -0.94710 1.68297
C -1.89215 2.69131 0.67014
C 1.74021 1.28250 0.40030
C -0.73558 1.82232 0.21518
N -1.00338 0.88770 -0.74623
C 0.47997 1.98249 0.80809
H -1.92988 1.03406 -1.13562
H -0.14314 -0.20807 -1.51623
H 0.57176 2.72500 1.59148
H -2.70540 2.07109 1.06159
H -1.59735 3.40165 1.44389
H -2.29427 3.25954 -0.17532
H 2.60128 1.95606 0.45413
H 1.99134 0.42023 1.04056
H 1.67308 0.92331 -0.62951

<b>
26
Properties=species:S:1:pos:R:3 method="wB97M-V/def2-TZVPD" charge=0 homo_energy_ev=-8.82 gap_ev=9.79 e_lumo_ev=1.0
C 2.22134 0.02797 0.31816
C 2.12247 -0.37431 -1.15253
C 3.49590 -0.49105 0.98173
H 2.18966 1.11966 0.39913
H 1.34676 -0.35384 0.85034
H 1.20158 -0.00517 -1.60614
H 3.54847 -0.19386 2.03064
H 3.53661 -1.58192 0.94178
H 2.13053 -1.46221 -1.25405
H 2.96678 0.01779 -1.72468
H 4.38573 -0.10660 0.47751
C -1.26426 1.56780 0.54270
C -3.38363 0.36260 0.68289
N -2.17828 0.62361 -0.11118
C -1.47590 -0.63556 -0.51443
N -1.55047 -0.45606 -1.84749
N -1.09533 -1.48356 0.34943
H -2.17634 0.58470 -1.54068
H -1.20479 -1.16672 -2.47690
H -0.65634 -2.29524 -0.07654
H -0.90502 1.16098 1.49181
H -1.78415 2.50945 0.72003
H -3.90115 1.30384 0.86920
H -0.41198 1.74292 -0.11206
H -4.03340 -0.31048 0.12494
H -3.12476 -0.10476 1.63637

The energy of each structure relative to the most stable one, in kcal/mol, is as follows: <a> 22.3; <b> 0.0.

<a>
26
Properties=species:S:1:pos:R:3 method="wB97M-V/def2-TZVPD" charge=0 homo_energy_ev=-7.03 gap_ev=7.72 e_lumo_ev=0.7
C -0.60779 -2.63895 2.12159
N -1.38854 -1.68062 1.43550
N -0.83536 -1.85322 -0.15207
H -2.34696 -1.96320 1.23765
H -1.48590 -2.24031 -0.84065
H -0.47464 -0.94364 -0.46889
H -1.04009 -3.63829 2.22403
H -0.16546 -2.24439 3.03245
H -0.09834 -2.56964 0.24773
C 1.53577 0.42945 1.04830
C -0.74885 1.87090 -1.79676
C 1.68396 1.18076 -1.92053
C 0.40955 1.04024 0.25596
C 0.45029 1.31086 -1.06660
N -0.69861 1.33385 1.06088
H -0.95523 0.57685 1.68652
H -1.50824 1.68685 0.57432
H 2.03588 1.19988 1.63875
H 2.27369 -0.07272 0.42818
H 1.14916 -0.32216 1.74094
H -0.82682 2.95720 -1.67871
H -0.67431 1.67024 -2.86694
H 1.51353 0.49435 -2.75680
H 1.94359 2.14958 -2.36050
H 2.55287 0.82776 -1.37103
H -1.69313 1.43835 -1.45331

<b>
26
Properties=species:S:1:pos:R:3 method="wB97M-V/def2-TZVPD" charge=0 homo_energy_ev=-8.17 gap_ev=9.12 e_lumo_ev=0.9 smiles="[H]/N=C/CN.CCN(C)C"
C -1.40443 -0.01183 -0.56828
C 0.40945 -1.03215 -1.90911
C 0.19600 1.34235 -1.98238
C -1.94893 1.17917 0.19790
N 0.05733 0.15761 -1.15306
H -1.34948 -0.89475 0.07745
H -2.05172 -0.23003 -1.43377
H 0.33822 -1.89527 -1.24972
H 1.42824 -0.95050 -2.28919
H -0.25792 -1.19826 -2.76853
H -0.50994 1.34949 -2.82848
H 1.20881 1.39849 -2.38736
H 0.01193 2.23083 -1.38078
H -1.35423 1.37749 1.08767
H -1.96900 2.08803 -0.39703
H -2.96654 0.96608 0.52452
C 1.02094 -0.92935 2.38400
N 0.67735 -2.09704 1.58250
C 1.09932 0.31217 1.54589
N 0.88295 1.43133 2.07654
H 1.37659 -2.23477 0.85832
H 0.66369 -2.92826 2.16443
H 0.99051 2.22394 1.44443
H 1.98748 -1.03443 2.91960
H 0.25081 -0.79529 3.14242
H 1.21257 0.17494 0.34203

The energy of each structure relative to the most stable one, in kcal/mol, is as follows: <a> 58.7; <b> 0.0.